One molecule with the formula C4H8N2. Source: the Open Molecules 2025 dataset; level of theory: ωB97M-V/def2-TZVPD.

Last column: natural (NBO) charge in e.
CARTESIAN COORDINATES (ANGSTROEM)
C  1.431  0.176  -0.574  -0.2420
N  2.288  0.785  0.447  -0.8141
C  0.364  -0.717  0.002  -0.2729
C  -0.931  -0.461  -0.067  0.1455
C  -2.078  0.326  -0.482  -0.2863
N  -2.194  -0.923  0.322  -0.5827
H  2.082  -0.382  -1.258  0.1938
H  0.968  0.978  -1.161  0.1931
H  2.805  0.053  0.927  0.3465
H  0.692  -1.590  0.569  0.2033
H  1.688  1.199  1.153  0.3475
H  -2.469  0.235  -1.493  0.2065
H  -2.270  1.283  0.002  0.1992
H  -2.397  -0.741  1.303  0.3628

Values from the calculation:
SMILES ... NC/C=C1\CN1
Lowest unoccupied orbital energy ... 1.017 eV
Electronic energy ... -7255.7404 eV
Total charge ... 0
ΔE to the lowest compared entry with this formula, charge and spin ... 206.0 kJ/mol
Frontier orbital gap ... 9.792 eV
F_max ... 0.0066 Eh/bohr